ORCA calculation (ωB97M-V/def2-TZVPD) on C41H42CoP2Se as an isolated structure in a non-equilibrium geometry.

```
87
Properties=species:S:1:pos:R:3:forces:R:3
C 0.16439 -2.76776 4.36606 -0.1832 0.2644 0.0038
C 3.07621 0.96594 -13.65656 0.0930 0.0645 0.1007
C 2.71415 0.42256 -12.42294 0.0350 0.4620 0.0846
C -0.20312 -4.79077 -10.68669 -0.4992 0.3982 -0.0646
H 0.38820 -0.93925 -6.93831 -0.2232 -0.1180 0.0203
Se 0.87597 0.80697 2.28171 0.5162 0.7257 1.8891
H -2.71279 2.91278 -0.16052 0.2444 -0.1538 -0.0036
H 4.05950 1.12698 -7.71921 -0.2064 0.2359 -0.0036
C -1.93539 -3.32671 -7.70180 0.0310 0.2826 0.0709
C -2.33656 -2.40930 -5.49448 0.0474 0.0117 -0.1643
C 1.18437 2.81995 -8.46393 0.3767 0.2493 0.2545
C 3.30425 1.91520 -7.68572 -0.5105 0.3131 -0.2850
C 1.34019 3.91172 -7.60426 0.0342 -0.1868 0.0664
H -0.91290 -0.93434 -4.80628 -0.0924 -0.1579 -0.3021
H -2.20016 1.51682 2.41920 0.0182 -0.2320 -0.2566
P 0.12431 -2.31816 -9.44214 0.6375 -0.8765 0.2696
C 0.16714 -0.49868 3.48344 -0.5991 -0.5259 0.5113
C -1.94447 -3.17934 -11.21690 0.0716 -0.5451 -0.0900
C -2.44614 0.37092 -1.48958 -0.0364 0.4057 -0.4342
H 0.12676 3.22138 0.22696 -0.1493 -0.6093 -0.1048
C -1.77404 -0.37569 -0.37791 -0.2805 -0.1492 1.1032
H -1.69747 -0.70257 1.72266 0.3840 0.3232 -0.2304
C -0.86115 -2.44453 -7.87900 -0.0923 0.3376 0.1150
C -2.69476 -3.27783 -6.52951 0.2057 -0.0167 0.1082
H 3.74049 2.73784 -14.71437 -0.1089 -0.1762 0.3580
H -1.86634 3.43065 1.28758 -0.1151 -0.3152 -0.2598
C 3.52210 3.09316 -12.59216 0.1384 -0.1893 0.0429
C 3.44305 2.99885 -6.81790 -0.0289 0.0051 0.0272
H -3.56553 -3.93117 -6.43029 0.3153 0.1977 0.0420
H -1.97793 2.07377 -2.76264 0.2048 -0.0211 0.1710
C 3.19337 2.54423 -11.34750 -0.2058 -0.1384 -0.1877
H 1.18499 -2.13931 2.54626 -0.0701 -0.0701 0.2868
C -0.34797 1.79908 -1.33256 -0.8111 2.0071 -0.1602
C 2.46337 3.99790 -6.77612 0.0051 -0.0336 -0.1110
C -1.44174 1.26394 -2.24389 0.0421 -0.3208 -0.1593
C 1.84893 -0.03826 -0.37532 1.2332 -1.0786 -0.6155
H 0.57427 4.69057 -7.58663 0.2507 -0.2359 0.0848
H 0.73303 -5.03439 -10.17888 -0.2862 0.0788 -0.1352
C -1.21506 -1.58080 -5.63387 -0.0406 -0.1800 -0.1452
C 2.18024 1.83856 -8.53743 0.0791 -0.0116 0.3245
H 0.57776 2.06920 -1.86049 -0.3143 -0.0144 0.3202
C -0.48075 -1.59016 -6.82280 -0.4348 -0.3265 -0.0181
H -1.02342 0.93088 4.57286 0.0472 -0.2114 0.1050
C -2.03759 -5.41695 -12.14349 0.0596 0.0271 0.0684
C -0.42342 -0.72899 -10.08990 0.2077 1.4080 -0.0356
C -0.76229 -3.50177 -10.53453 -0.0304 -0.1661 -0.2199
H -0.96592 0.67458 -3.04127 -0.0491 0.0912 0.2113
H -0.42775 -6.74940 -11.56536 -0.1674 0.3870 -0.0094
C 0.55802 -1.84851 3.38859 -0.1884 0.4745 0.2664
H 4.32200 3.06119 -6.16860 -0.3574 0.0003 -0.2136
Co 0.16287 0.68969 0.15880 0.1715 -2.3237 0.4553
C -1.84722 0.03982 0.93403 -0.3626 -1.2828 -0.8681
C 2.73922 1.22023 -11.26018 -0.2109 -0.0681 -0.1923
H 2.57402 4.84579 -6.09290 -0.0207 -0.3195 -0.2750
C -2.43866 1.34461 1.36231 -0.4261 0.6675 0.2307
H 2.39530 -0.61965 -12.35556 0.0572 0.2586 -0.0262
H -3.26484 0.98557 -1.08721 0.2377 -0.2344 -0.0731
H -0.06596 1.33834 -10.46156 -0.1517 -0.4454 -0.1013
C -0.70141 -0.10811 4.52998 0.4283 -0.4658 -0.3032
H -0.97844 -3.08977 6.17575 0.1036 0.1639 -0.1421
H 3.82320 4.14305 -12.65112 -0.0445 -0.3907 -0.0090
H -2.39310 -2.19096 -11.12742 0.0903 -0.3242 -0.0098
H 1.64785 -0.56209 -1.32871 0.0783 0.1449 0.1858
H -2.90760 -0.34087 -2.19209 0.1353 0.1810 0.2397
P 2.10122 0.42293 -9.70228 1.0691 -0.1060 0.2014
H 2.55238 0.79166 -0.55071 -0.2342 -0.1857 0.1235
H 0.49936 -3.80282 4.29038 -0.1080 0.2501 0.0549
H 3.05607 0.34331 -14.55498 -0.0139 0.2051 0.3105
C -1.95144 2.59971 0.56773 -0.1728 0.0646 0.4582
C -0.85224 -5.74468 -11.47333 -0.0538 0.0572 -0.0151
H 2.27285 -0.73366 0.36501 -0.0600 0.2683 -0.5297
H -2.54110 -6.16384 -12.76678 0.2204 0.2986 0.2598
H 0.28754 2.74958 -9.07873 0.2972 0.0975 0.1528
H -1.79015 -0.72949 6.28665 0.1529 -0.0534 -0.1023
H 3.27036 3.15702 -10.44658 -0.1194 -0.1527 -0.2996
C -2.57702 -4.13409 -12.01989 0.1208 0.0541 0.0818
H -1.45016 -0.67899 -10.46240 0.2424 0.3495 0.1966
C -1.11391 -1.03846 5.49277 0.3440 -0.2483 -0.4334
H -1.36159 -1.36226 -0.61913 -0.2599 0.2040 0.2614
C -0.66031 -2.36671 5.42668 -0.0353 0.3609 -0.3795
C -0.59303 2.44472 -0.07985 -0.0944 1.9492 -1.8140
C 0.34844 0.38930 -10.10189 -1.1971 -0.7429 -0.4736
H -3.53924 1.29464 1.30909 0.2137 -0.0506 -0.0323
H -2.18518 -4.04411 -8.48654 -0.0312 0.3109 0.2077
H -3.49825 -3.86204 -12.54214 0.3097 -0.1704 0.1445
H -2.92973 -2.38177 -4.57576 0.2266 -0.0116 -0.3189
C 3.47210 2.30602 -13.74552 -0.0997 0.0003 0.1375
```
Positions in Å, forces in eV/Å.

Output
Multiplicity: 4
Highest occupied orbital energy (alpha / beta) (eV): -7.1 / -7.8
Gap between HOMO and LUMO (alpha / beta) (hartree): 0.2798 / 0.2513

ORCA calculation (ωB97M-V/def2-TZVPD) on C41H42P2SeV as an isolated structure in a non-equilibrium geometry.

```
87
Properties=species:S:1:pos:R:3:forces:R:3
H -0.55176 -6.79472 -6.61548 -0.0624 0.1376 0.0190
C 3.50424 2.44018 -8.77168 -0.0665 -0.0705 0.2673
H 4.16354 1.36128 -2.66088 -0.0710 0.0932 -0.0182
H 0.00664 1.25938 -5.34418 -0.2569 -0.2154 -0.0898
H -0.50176 0.64698 11.44812 0.0040 -0.0117 0.0045
C -1.49476 1.38808 2.76902 -0.1669 -0.1916 0.1312
C 2.72714 1.41088 -6.27318 -0.0499 0.1923 -0.2020
H 3.84664 4.28768 -7.71648 -0.0359 -0.1468 0.0066
C -1.23416 -1.52372 -0.64508 -0.0496 -0.1909 -0.2115
H -2.57126 2.83808 4.94942 0.1505 -0.0140 0.0892
C -0.36496 1.80098 3.68612 -0.3666 1.3266 0.5362
C -1.96566 -3.20872 -6.17758 0.1990 -0.4063 -0.0332
H -3.60146 -3.85362 -1.36418 0.1245 0.0861 -0.0091
C 1.30844 3.03138 -3.45238 0.3387 -0.0236 0.2584
Se 0.49234 -2.04492 6.38772 -0.2362 -0.1563 0.0440
P 0.13304 -2.45272 -4.40258 1.1782 -0.3446 0.5412
H 0.59294 1.95238 3.19182 0.0088 -0.1904 0.1791
H 0.61224 4.82098 -2.48298 0.1120 -0.0692 -0.0070
C 3.14134 2.74318 -6.39668 -0.0801 -0.2216 -0.1872
C 2.30874 2.05048 -3.51028 -0.3400 0.2890 0.1019
H -1.68886 3.41678 6.34652 0.0215 -0.1164 -0.1057
C -0.90796 -2.42052 -2.88198 -0.2788 0.0741 0.1808
C -2.31296 1.35758 6.53442 0.1859 0.1819 -0.0847
C -0.49376 2.28228 4.98482 -0.2664 0.3895 -1.2812
H -1.80316 1.37718 7.50372 -0.0727 -0.0157 -0.0771
C 0.50064 0.34968 -4.99888 -0.6836 -0.1391 -0.3324
C -1.81486 2.55268 5.68572 -0.1100 -0.1480 0.0614
H -1.89976 2.26648 2.24372 0.1193 -0.1103 0.0739
H -1.99946 -0.82172 6.62042 0.1819 0.1327 -0.1738
H -2.15426 -1.37442 4.30852 0.2122 0.0041 0.0875
H -0.91866 -0.85372 0.15032 -0.0224 -0.0917 -0.1115
C -0.79706 -3.58262 -5.49908 -0.3508 0.1527 -0.3073
H 3.15504 3.38688 -5.52278 0.0182 -0.0441 -0.1072
H 3.08534 0.46508 -9.53318 0.0046 0.0938 0.1292
C -2.02426 -3.24522 -2.69338 0.1301 0.2376 0.1358
H 3.80314 2.83918 -9.73678 -0.0438 -0.0487 0.1322
C -0.31036 0.14608 10.50782 0.0785 -0.1018 -0.3008
H -1.54376 -1.55422 10.97902 0.0010 -0.0218 -0.0095
C 0.52274 0.74118 9.55702 -0.3373 -0.4774 -0.0218
C -2.35006 -2.34482 -0.46928 0.1272 -0.0249 -0.2467
H -2.61506 -6.11422 -7.82358 0.0706 0.1001 0.0946
C -2.10926 -5.40902 -7.16978 0.1480 0.1210 0.1782
H 1.40954 0.57508 7.61782 0.1885 -0.0485 -0.1632
C -0.51236 -1.57162 -1.83538 -0.1809 -0.1269 -0.0001
C -0.95116 -5.79212 -6.49058 -0.1705 0.1812 -0.0524
C 1.39914 4.07358 -2.53038 0.0734 -0.1609 -0.0362
H 4.34654 3.23888 -1.04868 -0.1164 -0.0007 -0.0961
H 0.97514 1.70318 9.76062 0.0249 0.0114 -0.0042
C -2.64176 0.62908 3.48002 0.1156 0.1228 -0.0251
H -3.18836 0.04818 2.72982 0.0638 0.0687 0.1049
H -3.38686 1.47388 6.74642 0.1536 -0.0701 -0.0515
C 0.76964 0.09648 8.34112 -0.4548 -0.0476 0.5450
C 2.06544 0.34798 4.92642 0.0934 0.6943 -0.0254
H -2.90876 -2.31512 0.46182 0.0584 -0.0179 -0.1181
C -2.73646 -3.20842 -1.49348 0.1361 0.1403 0.0408
C 2.72784 0.59548 -7.41688 0.0403 0.2258 0.0232
H -3.36076 1.33578 3.90342 0.0876 -0.1303 -0.0744
C 0.18374 -1.14822 8.07022 -0.0300 -0.0337 -0.2287
H 2.44024 -0.45082 -7.33368 -0.0016 0.1396 0.0053
H 2.57784 -0.09782 5.78502 -0.0288 0.1061 -0.2120
H -2.34106 -3.91382 -3.48778 0.0130 0.0569 0.1087
C -2.61386 -4.11732 -7.01338 0.1425 0.0213 0.0920
H 2.33514 1.41008 4.86242 0.2736 -0.0332 -0.1440
C -0.89706 -1.09492 10.24232 0.3525 0.2287 -0.4231
H -3.51056 -3.81412 -7.54658 0.1018 -0.0605 0.0726
H 2.55954 4.96398 -0.94788 -0.0038 -0.1063 -0.1010
H -1.26236 -0.69962 -5.35898 0.1243 0.3692 -0.0181
C -2.04536 0.00458 5.91342 -1.5231 -0.2261 -0.8823
H 0.37144 -0.94732 -1.95168 -0.1164 -0.0468 -0.0202
H -1.06696 0.73778 1.99842 -0.0726 0.0934 0.0273
C 3.49744 3.18448 -1.72428 -0.2186 0.0892 -0.0709
H -1.11266 -2.69912 8.82612 0.0486 -0.0044 -0.0807
V 0.00884 0.08498 5.05592 2.0430 -1.9186 1.0925
C 3.52984 3.25098 -7.63748 -0.0504 -0.1907 -0.0474
H -2.36106 -2.20562 -6.04978 -0.0640 -0.1875 -0.0863
C -0.65166 -1.74082 9.02612 0.0888 0.5079 0.3960
H 2.42714 -0.15672 4.02092 0.0531 0.0035 -0.0156
H 0.38344 2.74868 5.42702 0.0332 -0.2287 -0.0025
C -0.29406 -4.88062 -5.66728 -0.1684 0.2445 -0.0861
C -2.15406 -0.31742 4.56452 -0.9135 0.4233 0.9908
C 3.40074 2.13478 -2.63478 -0.2841 0.0708 -0.0834
P 2.26214 0.63508 -4.66718 0.8882 -0.9367 0.1573
C 3.09984 1.10848 -8.65728 0.0234 0.1155 0.2024
H 0.46134 2.97228 -4.12878 0.0624 0.0941 0.1167
H 0.62544 -5.16372 -5.16208 -0.1099 0.0283 -0.0313
C -0.22836 -0.78492 -5.02068 -0.2839 0.7257 0.0252
C 2.49284 4.15248 -1.66718 0.0406 -0.2054 -0.1550
```
Positions in Å, forces in eV/Å.

Output
Multiplicity: 4
Highest occupied orbital energy (alpha / beta) (eV): -7.2 / -7.2
Gap between HOMO and LUMO (alpha / beta) (hartree): 0.2650 / 0.2448

ORCA calculation (ωB97M-V/def2-TZVPD) on C41H43AsCl3N2O4RhS4Si as an isolated structure.

```
100
Properties=species:S:1:pos:R:3:forces:R:3
O -0.07447 2.38995 -1.32975 -0.0174 0.1761 0.1837
H -3.74847 -1.76357 1.73410 -0.0121 0.0058 0.0093
C -3.86026 -0.56738 -3.98868 -0.0002 -0.0033 0.0093
H 3.32631 -6.49216 -1.52918 -0.0237 -0.0072 -0.0598
S 5.43224 -6.09409 -0.36805 -0.0170 -0.0019 -0.0172
H -5.49689 4.44992 -0.07486 -0.0198 -0.0043 0.0037
C 2.53804 -1.32742 0.86223 -0.0266 -0.0152 -0.0642
H 4.11114 -6.78110 3.81995 -0.0019 0.0074 -0.0093
O 0.38612 2.07329 1.58422 0.0251 0.2034 0.0642
C -0.37540 -4.44871 1.75760 -0.0226 -0.0025 0.0537
Cl -2.78043 -5.10333 2.81613 0.0045 0.0448 -0.0225
N 3.42589 -1.74142 1.78346 0.0189 0.0137 -0.0641
H -1.52925 4.14984 1.77412 -0.0094 0.0274 -0.0307
H -0.32992 5.01661 2.72596 0.0377 0.0041 0.0158
H -0.72538 -1.66494 3.18467 0.0105 0.0263 0.0002
Cl 6.64639 -5.74777 2.32548 -0.0131 -0.0006 -0.0066
H -2.19742 7.16417 0.14179 0.0103 0.0171 0.0046
H 1.07588 5.67442 -6.80205 0.0052 0.0052 -0.0068
C -0.65525 4.02386 2.42174 0.0123 -0.0507 -0.0490
H 2.05789 -6.58479 0.75975 -0.0760 -0.0077 0.0022
C 1.42572 4.10310 0.90227 -0.0067 -0.0130 -0.1094
C -1.02826 -0.63002 3.01757 0.0112 -0.0385 -0.0026
H 3.18540 -2.94447 4.04682 0.0049 -0.0392 -0.0430
H 2.29389 4.18538 1.56337 0.0086 0.0151 0.0063
H 3.63914 -3.68315 1.11411 -0.0422 -0.0199 0.0399
C 3.80466 -3.12083 2.03228 0.0103 -0.0343 -0.0014
Rh 0.95996 0.80891 -0.61796 0.0293 -0.1972 0.0368
H -2.80071 1.64758 1.88961 -0.0134 0.0137 0.0089
H -4.12778 2.88829 -1.39358 -0.0056 -0.0135 -0.0186
H -3.38173 1.06630 0.30463 0.0052 -0.0087 0.0030
S 0.39768 -2.14281 -4.36503 0.0452 -0.0521 0.0051
H 1.52804 -4.00588 0.95232 0.0586 0.0225 -0.0726
C -2.50618 1.21670 0.93418 -0.0321 0.0098 0.0040
C 0.96763 -4.12094 1.86745 0.0342 -0.0094 0.0410
C -3.93123 5.89941 0.13385 -0.0162 0.0151 0.0064
C -0.53899 -4.46258 4.16289 0.0032 -0.0067 -0.0357
O -0.40545 -0.77771 0.14571 0.0578 0.0101 0.0844
C -3.00667 -1.80228 0.93753 -0.0267 -0.0257 -0.0182
Cl 1.48123 -3.91496 5.82145 -0.0218 -0.0073 0.0041
C -2.27843 1.51779 -2.97875 -0.0386 0.0063 0.0406
H -0.83291 -4.56535 0.78506 0.0043 -0.0166 -0.0280
H 2.12989 3.63631 -5.87750 0.0168 -0.0092 -0.0096
Si -1.23295 2.92292 -2.30249 0.0655 -0.0131 -0.0634
C -3.69039 3.81856 -1.04730 -0.0177 -0.0392 0.0316
H -2.53955 -2.78311 0.91505 0.0037 -0.0260 0.0137
C -0.50467 3.88247 -3.73912 0.0252 -0.0554 0.0166
O 3.77923 -4.81918 3.77984 0.0103 0.0480 -0.0172
H -0.82749 5.59852 -1.16792 0.0509 0.0063 -0.0120
S 1.89367 -0.30834 -2.52910 0.0035 -0.1887 -0.2102
C -4.46816 4.69796 -0.30395 -0.0178 0.0072 0.0113
H 2.01807 -1.98062 0.18050 -0.0162 -0.0669 -0.0236
C -0.52160 5.67499 -5.37148 -0.0024 0.0190 -0.0119
C 3.07956 -3.69616 3.25782 0.0293 0.0385 0.0424
C 0.66122 3.39377 -4.33600 0.0062 -0.0005 -0.0039
H -1.38640 -0.01867 -1.75450 -0.1217 0.0301 -0.0775
H -1.12061 -4.59613 5.06281 -0.0084 -0.0015 0.0138
H -1.98429 5.43834 -3.83068 -0.0192 0.0079 0.0036
H -0.17320 0.03340 3.13061 0.0014 0.0153 -0.0153
C 0.80157 -4.12627 4.23735 0.0346 0.0104 0.0479
H -1.81587 -0.35666 3.71825 -0.0139 -0.0044 0.0129
C 3.98918 -6.19818 1.76076 0.0323 0.0006 -0.0292
N 2.40607 -0.02266 0.88232 -0.0041 0.1168 -0.0431
C 0.63564 5.17515 -5.94813 0.0158 0.0024 -0.0193
H -3.48060 -1.60542 -0.02407 0.0234 0.0047 0.0083
As -1.64780 -0.47883 1.20717 -0.0524 0.0410 0.0097
H -4.72514 0.92330 -5.26713 -0.0242 0.0017 -0.0195
C -2.61694 6.21951 -0.18120 -0.0075 0.0088 0.0371
C -3.21754 1.74817 -3.98665 -0.0228 0.0150 0.0207
C 1.59535 -3.96722 3.09919 0.0007 0.0325 -0.0180
H 2.48741 -6.36526 3.26276 0.0139 0.0052 -0.0038
C 3.11809 -6.41483 0.65248 0.0507 0.0480 -0.0216
C 0.38829 3.29345 1.61970 -0.0687 -0.1435 0.1330
H -2.76230 -1.83343 -2.64469 0.0139 -0.0190 0.0101
H -3.32748 2.74505 -4.40085 -0.0108 0.0314 -0.0040
C -2.14214 0.21329 -2.50106 0.1474 -0.0069 0.0120
H -0.98598 6.56720 -5.77225 -0.0074 0.0119 -0.0081
C 3.89262 -0.61884 2.42878 -0.0484 -0.0046 0.0885
C 1.22787 4.03166 -5.42843 0.0084 0.0058 -0.0139
C -1.08296 5.03155 -4.27633 -0.0431 0.0230 0.0112
H 1.12810 2.49845 -3.94033 0.0143 -0.0323 0.0110
H 4.62809 -0.67908 3.20982 0.0416 0.0131 0.0459
C -1.11186 -4.63605 2.91415 -0.0189 -0.0007 -0.0200
C 0.97348 -1.71396 -2.85065 -0.0111 0.1518 0.0375
H -4.53731 6.59036 0.70606 -0.0053 0.0046 0.0052
H -0.94443 3.42970 3.28692 -0.0256 -0.0047 -0.0141
S 0.53083 -2.95555 -1.80421 -0.0010 -0.0731 -0.0770
C 5.27436 -6.03399 1.33475 0.0023 0.0192 0.0658
H -1.80614 1.87576 0.42500 0.0149 -0.0160 0.0014
C 3.75313 -6.37436 -0.54842 0.0183 -0.0053 0.0476
C 3.24708 0.43708 1.86111 0.0424 -0.0092 0.0669
H 1.07153 5.10977 0.69131 -0.0199 0.0278 -0.0182
C -2.36253 4.10791 -1.35885 0.0082 0.0043 -0.0636
H 4.87341 -3.15794 2.24734 -0.0332 -0.0147 -0.0058
H -4.46340 -1.37305 -4.38678 -0.0128 -0.0182 -0.0129
C -4.00667 0.72192 -4.48320 -0.0092 -0.0077 -0.0170
H 3.33484 1.48421 2.08909 0.0077 0.0303 0.0036
C 3.54574 -6.09306 3.19129 -0.0130 -0.0375 0.0220
C -1.84808 5.33038 -0.91669 0.0315 0.0142 0.0131
H 1.71725 3.61047 -0.02389 -0.0097 -0.0080 0.0476
C -2.91887 -0.82261 -3.00285 -0.0230 -0.0390 -0.0060
```
Positions in Å, forces in eV/Å.

Output
Multiplicity: 5
Highest occupied orbital energy (alpha / beta) (eV): -7.3 / -7.8
Gap between HOMO and LUMO (alpha / beta) (hartree): 0.2777 / 0.2448

Per-record energy relative to the best compared isomer or geometry (same formula, charge and spin), kJ/mol: 0.00 0.00 0.00